No. 1
{
  "formula": "C18H12CrN5O6S2",
  "method": "ωB97M-V/def2-TZVPD",
  "multiplicity": 5,
  "orbital_gap_ha": [0.182, 0.266],
  "s_squared": 6.044,
  "relative_energy_kj_mol": 35.0,
  "energy_ha": -3259.3376,
  "e_homo_ev": [-2.5, -4.9],
  "max_force_ha_per_bohr": 0.045,
  "charge": -1,
  "elements": ["H", "H", "C", "O", "H", "N", "C", "O", "H", "N", "H", "S", "H", "C", "C", "C", "C", "O", "H", "C", "H", "C", "C", "C", "C", "C", "H", "C", "O", "H", "N", "C", "C", "C", "S", "O", "H", "C", "O", "C", "N", "H", "N", "Cr"],
  "xyz": [[-3.258, 0.606, 0.825], [6.515, -0.901, -0.776], [-2.626, -2.436, 0.814], [-0.374, 1.067, 0.583], [-0.264, 3.461, 0.932], [-2.223, -1.152, 0.830], [-0.267, 5.056, -0.503], [-0.136, -0.750, -1.119], [4.625, -0.908, -2.344], [-3.337, -0.400, 0.811], [-0.267, 6.436, -2.150], [0.326, -0.842, 3.331], [-0.257, 2.277, -3.181], [-0.264, 4.392, -2.814], [-0.281, 2.718, -1.083], [-0.267, 5.398, -1.852], [3.995, -0.911, 1.439], [-6.133, -3.572, 0.787], [6.123, -0.919, 1.672], [-4.925, -3.686, 0.789], [-0.260, 5.837, 0.245], [-4.448, -1.168, 0.798], [-4.043, -2.491, 0.799], [1.767, -0.883, 2.468], [-1.529, -3.425, 0.835], [5.298, -0.913, 0.977], [-5.436, -0.755, 0.784], [-0.275, 3.736, -0.112], [-1.769, -4.646, 0.802], [-3.312, -4.840, 0.784], [1.689, -0.867, 1.153], [3.134, -0.897, -0.826], [-0.267, 3.068, -2.449], [4.435, -0.903, -1.281], [3.408, -0.924, 3.090], [-0.376, -2.897, 0.901], [-0.259, 4.657, -3.863], [2.905, -0.891, 0.546], [-4.337, -4.863, 0.785], [5.506, -0.904, -0.393], [-0.296, 1.399, -0.719], [2.289, -0.906, -1.494], [-0.253, 0.455, -1.629], [-0.275, -0.911, 0.808]]
}

---

No. 2
{
  "formula": "C18H12F5N2O2STi",
  "method": "ωB97M-V/def2-TZVPD",
  "multiplicity": 2,
  "orbital_gap_ha": [0.292, 0.291],
  "s_squared": 0.759,
  "relative_energy_kj_mol": 143.4,
  "energy_ha": -2700.1198,
  "e_homo_ev": [-8.3, -8.8],
  "max_force_ha_per_bohr": 0.020,
  "elements": ["H", "C", "N", "C", "C", "Ti", "H", "F", "H", "C", "C", "F", "H", "F", "C", "C", "C", "H", "O", "F", "H", "C", "C", "H", "C", "H", "C", "C", "C", "C", "H", "S", "H", "F", "N", "C", "C", "H", "C", "H", "O"],
  "xyz": [[4.663, 0.646, 0.122], [0.648, 3.651, 1.848], [0.071, -0.438, 1.061], [4.430, -0.355, -0.244], [2.450, -1.101, 1.111], [0.342, -0.587, -0.978], [0.782, 2.955, 2.664], [-4.764, -0.953, -0.659], [0.769, -3.015, 2.439], [-2.689, -1.841, -1.338], [0.153, 4.032, -0.479], [-5.891, -3.421, -0.904], [-0.095, 3.635, -1.453], [-2.136, -0.610, -1.216], [0.330, 3.155, 0.585], [-2.478, -4.127, -1.864], [2.977, -0.651, -0.038], [5.053, -1.068, 0.292], [-0.186, 1.281, -0.834], [-1.763, -5.181, -2.256], [0.152, 6.078, -1.112], [0.291, 5.398, -0.282], [-3.821, -4.313, -1.585], [-0.534, -2.874, 1.249], [-1.873, -2.880, -1.749], [4.665, -0.396, -1.306], [0.608, 5.890, 0.975], [1.002, -1.377, 1.138], [-4.029, -1.990, -1.051], [0.786, 5.014, 2.040], [0.716, 6.956, 1.127], [-0.180, -2.637, -2.123], [3.073, -1.367, 1.954], [-4.370, -5.519, -1.702], [0.438, 0.882, 1.326], [0.542, -2.781, 1.393], [0.178, 1.701, 0.359], [1.072, -3.495, 0.766], [-4.601, -3.244, -1.178], [1.032, 5.397, 3.022], [2.187, -0.449, -1.121]]
}

---

No. 3
{
  "formula": "C18H12MnN2O4",
  "method": "ωB97M-V/def2-TZVPD",
  "multiplicity": 5,
  "orbital_gap_ha": [0.282, 0.299],
  "s_squared": 6.249,
  "energy_ha": -2254.4411,
  "e_homo_ev": [-12.0, -12.0],
  "max_force_ha_per_bohr": 0.010,
  "charge": 1,
  "elements": ["H", "H", "H", "C", "H", "H", "H", "N", "C", "C", "C", "C", "C", "C", "N", "H", "C", "C", "O", "C", "C", "C", "O", "H", "C", "H", "C", "O", "H", "H", "H", "Mn", "C", "O", "C", "C", "C"],
  "xyz": [[-3.167, 4.761, 0.000], [4.432, -2.127, 0.000], [2.065, 2.116, -0.002], [-0.551, -3.183, 0.001], [-1.615, -3.023, 0.001], [1.739, -5.691, 0.001], [-0.709, -5.312, 0.001], [-2.146, 1.565, -0.001], [2.616, 1.199, -0.002], [2.550, -1.116, 0.000], [3.992, 1.207, -0.002], [0.331, -2.114, 0.001], [2.210, -3.605, 0.000], [1.704, -2.310, 0.000], [1.885, 0.065, 0.000], [3.277, -3.785, 0.000], [-0.027, -4.472, 0.001], [3.935, -1.169, -0.001], [-0.564, 4.690, 0.003], [-2.110, 2.893, 0.000], [4.667, -0.001, -0.002], [1.343, -4.685, 0.001], [0.208, 2.579, 0.006], [-5.390, 3.610, -0.003], [-4.517, 1.652, -0.002], [-5.448, 1.101, -0.003], [-0.705, 3.375, 0.003], [-4.180, -1.246, -0.001], [0.383, 4.892, 0.006], [4.514, 2.153, -0.003], [5.748, -0.036, -0.002], [-0.261, -0.163, 0.001], [-3.216, -0.534, 0.000], [-1.964, -0.961, 0.001], [-3.240, 3.682, -0.001], [-4.474, 3.034, -0.002], [-3.315, 0.959, -0.001]]
}

---

No. 4
{
  "formula": "C18H12N2PdS2",
  "method": "ωB97M-V/def2-TZVPD",
  "multiplicity": 3,
  "orbital_gap_ha": [0.225, 0.263],
  "s_squared": 2.006,
  "energy_ha": -1726.8370,
  "e_homo_ev": [-6.1, -7.8],
  "max_force_ha_per_bohr": 0.039,
  "elements": ["N", "H", "H", "H", "C", "C", "C", "H", "H", "C", "N", "Pd", "H", "C", "C", "C", "H", "C", "H", "S", "C", "C", "C", "H", "S", "C", "H", "C", "C", "C", "C", "H", "C", "C", "H"],
  "xyz": [[8.632, 3.943, 5.917], [11.301, 3.738, 3.903], [11.070, 4.081, 8.165], [5.209, 3.877, 10.726], [6.187, 8.195, 5.527], [9.179, 4.021, 7.128], [8.492, 7.403, 5.476], [7.556, 3.961, 11.549], [8.771, 3.878, 3.872], [9.354, 3.844, 4.797], [6.470, 5.894, 5.189], [6.637, 3.938, 5.799], [9.234, 6.611, 5.313], [11.349, 3.905, 6.052], [5.807, 3.996, 8.667], [8.416, 4.162, 9.612], [12.421, 3.861, 6.163], [10.572, 4.053, 7.182], [5.852, 10.279, 6.021], [4.567, 7.615, 5.384], [7.116, 7.134, 5.382], [7.350, 4.041, 10.487], [8.922, 8.694, 5.812], [9.445, 4.268, 9.962], [4.406, 4.406, 5.476], [5.135, 5.953, 5.262], [9.999, 8.940, 5.836], [8.184, 4.112, 8.234], [6.850, 4.062, 7.792], [10.737, 3.810, 4.818], [6.051, 3.993, 10.045], [4.805, 3.904, 8.281], [7.962, 9.702, 5.991], [6.584, 9.488, 5.843], [8.351, 10.669, 6.247]]
}

---

No. 5
{
  "formula": "C18H12N4O2Se2SnTe2",
  "method": "ωB97M-V/def2-TZVPD",
  "multiplicity": 1,
  "orbital_gap_ha": [0.192, 0.186],
  "relative_energy_kj_mol": 0.0,
  "energy_ha": -6615.9236,
  "e_homo_ev": [-7.4, -7.4],
  "max_force_ha_per_bohr": 0.011,
  "elements": ["C", "Te", "C", "C", "H", "H", "C", "C", "C", "H", "H", "C", "C", "H", "H", "C", "C", "H", "Te", "O", "N", "C", "O", "Se", "Se", "N", "C", "H", "N", "C", "Sn", "H", "H", "C", "C", "C", "N", "C", "H", "H", "C"],
  "xyz": [[0.680, 4.842, 0.275], [-5.822, -0.165, 0.805], [2.438, 3.686, -0.865], [-1.483, -2.030, 3.074], [0.263, 5.729, 0.731], [-2.040, 1.645, 2.247], [-1.885, 0.608, 2.522], [1.531, -1.013, -1.919], [1.976, -3.678, -2.573], [-1.057, 3.621, 0.640], [0.500, -4.138, -1.072], [2.458, -1.340, -2.899], [0.827, -2.035, -1.255], [-2.420, -1.646, 4.964], [3.003, -0.555, -3.400], [-0.369, -2.290, 0.829], [2.150, 1.256, -1.457], [3.414, -2.923, -3.972], [-5.248, -2.613, -0.331], [-0.126, -3.461, 1.091], [1.207, 0.304, -1.515], [1.949, 4.845, -0.290], [3.324, 1.206, -1.799], [-4.285, 1.185, -0.368], [-3.143, -2.225, -1.329], [-1.282, -0.163, 1.620], [-0.049, 3.669, 0.241], [-2.777, 0.775, 4.460], [0.434, 2.546, -0.290], [1.646, 2.548, -0.842], [-0.813, 0.422, -0.671], [2.154, -4.715, -2.826], [2.545, 5.748, -0.287], [2.679, -2.674, -3.218], [1.046, -3.365, -1.590], [-1.081, -1.457, 1.878], [-0.059, -1.575, -0.259], [-2.304, 0.117, 3.744], [3.410, 3.621, -1.333], [-1.295, -3.083, 3.223], [-2.098, -1.228, 4.019]]
}

---

No. 6
{
  "formula": "C18H12N4O6PdS4",
  "method": "ωB97M-V/def2-TZVPD",
  "multiplicity": 3,
  "orbital_gap_ha": [0.225, 0.237],
  "s_squared": 2.008,
  "relative_energy_kj_mol": 69.0,
  "energy_ha": -3084.3636,
  "e_homo_ev": [-1.8, -2.1],
  "max_force_ha_per_bohr": 0.036,
  "charge": -2,
  "elements": ["C", "H", "O", "H", "O", "S", "N", "C", "H", "N", "O", "C", "C", "C", "H", "C", "C", "S", "C", "C", "H", "O", "H", "C", "H", "N", "C", "C", "O", "C", "H", "C", "Pd", "S", "N", "H", "C", "S", "H", "H", "H", "C", "C", "O", "C"],
  "xyz": [[1.227, -4.771, 3.677], [-0.341, -4.541, 5.134], [-2.943, -3.277, 1.354], [-0.938, -0.584, 4.114], [-1.492, -2.415, -0.400], [1.451, -3.532, -0.157], [-4.332, 4.938, -4.272], [-2.522, 2.925, -2.096], [1.752, -1.449, 4.557], [1.253, 0.134, 1.880], [1.229, -2.117, -0.459], [-1.552, 2.074, -1.570], [0.892, -0.189, 3.098], [-3.533, 4.190, -3.912], [2.967, -0.381, 0.706], [-1.561, 3.081, -5.693], [-0.855, -3.661, 3.251], [-1.556, 1.680, 0.120], [-0.333, 0.271, 3.806], [-0.589, 1.909, -3.791], [0.164, 1.495, -4.450], [0.732, -4.479, -0.980], [2.592, -4.797, 1.997], [1.626, -4.498, 2.381], [-0.925, 0.865, 3.114], [-1.542, 3.345, -6.815], [-0.018, -4.339, 4.118], [-1.565, 2.756, -4.309], [2.874, -3.831, -0.020], [2.470, -0.471, 1.656], [-3.281, 3.321, -1.433], [-0.462, -3.396, 1.938], [-0.368, -0.456, -0.054], [0.782, 0.618, -1.836], [1.839, -0.974, 3.678], [-0.074, 0.871, 4.682], [-0.538, 1.573, -2.438], [-1.755, -2.513, 1.029], [3.710, -1.775, 2.963], [-1.842, -3.338, 3.556], [1.884, -5.318, 4.345], [0.795, -3.799, 1.508], [-2.544, 3.285, -3.441], [-1.724, -1.190, 1.680], [2.855, -1.156, 2.762]]
}